Entry 1:
Density functional theory data (ωB97M-V with the def2-TZVPD basis set) for a gas-phase ion, C7H14FN2 (charge +1).

Properties
Energy above the lowest of the compared OMol25 structures with the same formula, charge and spin (eV): 4.1871
E_tot (eV): -13174.4317
HOMO level (eV): -13.2
Total charge: +1
Kohn-Sham gap (Ha): 0.376
SMILES: C[C@](N)([NH3+])CC#CCCF
Multiplicity: 1

Last column: Löwdin charge in e.
Geometry (Å):
1 C 1.53693 0.40831 1.55408  -0.008
2 C 1.55588 0.16347 0.06744  -0.468
3 N 2.81229 0.32397 -0.54729  0.099
4 N 0.58831 1.02328 -0.76774  0.261
5 C 0.98220 -1.40014 -0.44878  -0.089
6 C -0.37912 -1.45798 -0.15111  -0.076
7 C -1.56977 -1.42656 0.11268  0.007
8 C -2.97179 -1.13370 0.23616  -0.145
9 C -3.33583 0.29496 -0.36010  -0.179
10 F -2.28606 1.14995 -0.25617  -0.058
11 H 0.70288 0.91946 2.05686  0.095
12 H 1.57887 -0.56372 2.11755  0.116
13 H 2.41547 0.95682 1.85388  0.082
14 H 3.49902 -0.22551 -0.19127  0.068
15 H 3.19454 1.23528 -0.57559  0.094
16 H -0.11902 1.43812 -0.15729  0.146
17 H 0.08554 0.40601 -1.43856  0.168
18 H 0.97971 1.82590 -1.07353  0.116
19 H 1.23188 -1.33274 -1.57085  0.154
20 H 1.56309 -2.07489 0.13848  0.113
21 H -3.64435 -1.81482 -0.26006  0.118
22 H -3.23545 -1.15011 1.32494  0.134
23 H -3.34356 0.19038 -1.42679  0.108
24 H -4.34786 0.65603 -0.02827  0.144


Entry 2:
Density functional theory data (ωB97M-V with the def2-TZVPD basis set) for a gas-phase ion, C7H14N (charge +1).

Properties
Energy above the lowest of the compared OMol25 structures with the same formula, charge and spin (eV): 2.3962
E_tot (eV): -8966.6815
HOMO level (eV): -12.9
Total charge: +1
Kohn-Sham gap (Ha): 0.232
Multiplicity: 1

Last column: Löwdin charge in e.
Geometry (Å):
1 C 1.04771 0.41711 -1.98794  -0.226
2 C -0.02211 0.88843 -0.94275  -0.122
3 C 0.03204 0.16735 0.34650  -0.090
4 C 0.97720 0.74681 1.33483  -0.011
5 C -1.09418 -1.08522 2.16691  0.202
6 C -1.02464 -0.62695 0.89314  -0.230
7 C -2.24855 -0.91518 -0.04539  -0.006
8 N 2.29392 -0.02712 -1.46226  0.034
9 H 0.47780 -0.37569 -2.49042  0.118
10 H 1.12269 1.24340 -2.69651  0.131
11 H 0.14526 1.96273 -0.74072  0.144
12 H -1.01173 0.95229 -1.40032  0.113
13 H 0.69022 0.55227 2.34497  0.069
14 H 2.01264 0.39391 1.21895  0.118
15 H -0.25970 -1.19772 2.85077  0.099
16 H -1.93757 -1.63510 2.56683  0.108
17 H -2.20410 -1.96092 -0.32972  0.096
18 H -3.14007 -0.70861 0.57521  0.099
19 H -2.37695 -0.15192 -0.79215  0.059
20 H 2.22681 -0.80623 -0.84261  0.080
21 H 1.14392 1.82971 1.26071  0.122
22 H 3.14938 0.33665 -1.82802  0.093


Entry 3:
Density functional theory data (ωB97M-V with the def2-TZVPD basis set) for a gas-phase ion, C7H14N (charge +1).

Properties
Energy above the lowest of the compared OMol25 structures with the same formula, charge and spin (eV): 2.9101
E_tot (eV): -8966.1677
HOMO level (eV): -12.4
Total charge: +1
Kohn-Sham gap (Ha): 0.318
SMILES: C=CC(=C)CCC[NH3+]
Multiplicity: 1

Last column: Löwdin charge in e.
Geometry (Å):
1 C -1.35566 3.32235 1.21915  0.050
2 C -1.44370 2.19249 0.53018  -0.119
3 C -0.19606 1.36058 0.47857  -0.322
4 C 0.99333 1.62866 0.08115  0.000
5 C -0.49351 -0.21275 0.62116  -0.161
6 C -0.44854 -0.90319 -0.78875  -0.171
7 C 0.06436 -2.32914 -0.44985  -0.156
8 N 1.56195 -2.48197 -0.81852  0.165
9 H -0.50831 3.63098 1.78661  0.071
10 H -2.05410 4.06415 1.05871  0.041
11 H -2.27936 1.84724 -0.10623  0.122
12 H 1.39240 2.58365 -0.27073  0.075
13 H 2.00453 1.08693 0.24554  0.101
14 H -0.00111 -0.80777 1.41762  0.109
15 H -1.54011 -0.26699 0.99191  0.113
16 H 0.39662 -0.33199 -1.45909  0.148
17 H -1.43902 -0.94436 -1.42491  0.153
18 H -0.44540 -3.24895 -0.99656  0.173
19 H 0.05059 -2.43602 0.60725  0.085
20 H 1.85812 -3.27201 -0.19545  0.182
21 H 2.12290 -1.63110 -0.74222  0.154
22 H 1.76007 -2.85078 -1.78553  0.188


Entry 4:
Density functional theory data (ωB97M-V with the def2-TZVPD basis set) for a gas-phase ion, C7H14N (charge +1).

Properties
Energy above the lowest of the compared OMol25 structures with the same formula, charge and spin (eV): 2.7072
E_tot (eV): -8966.3706
HOMO level (eV): -13.8
Total charge: +1
Kohn-Sham gap (Ha): 0.402
SMILES: C=C(C)[C@@]1(C)C[N@@H+]1C
Multiplicity: 1

Last column: Löwdin charge in e.
Geometry (Å):
1 C -0.50412 0.24348 2.34383  0.065
2 C -0.30436 0.90919 1.22253  -0.220
3 C -0.52189 2.35064 0.91116  -0.060
4 C 0.13902 0.18920 -0.32077  -0.267
5 C -0.94361 0.40018 -1.40784  0.002
6 C 1.57615 -0.05319 -0.65628  0.051
7 N 0.71073 -1.21342 -0.18248  -0.055
8 C 0.31716 -2.41918 -0.91201  -0.009
9 H -1.01797 0.83511 3.10086  0.089
10 H -0.26347 -0.70392 2.73770  0.054
11 H -1.59751 2.70510 1.00446  0.124
12 H 0.11707 3.02812 1.47166  0.094
13 H -0.32249 2.42263 -0.14802  0.054
14 H -1.85678 -0.03199 -1.13693  0.073
15 H -0.48420 -0.15870 -2.33346  0.130
16 H -1.31992 1.32244 -1.76126  0.077
17 H 2.05530 -0.10880 -1.61586  0.132
18 H 2.33111 0.16356 0.11759  0.143
19 H 0.83137 -1.42175 0.83024  0.173
20 H 0.69102 -2.32945 -1.96253  0.114
21 H 1.02008 -3.28749 -0.52774  0.145
22 H -0.65270 -2.84177 -0.77486  0.092


Entry 5:
Density functional theory data (ωB97M-V with the def2-TZVPD basis set) for 2 unconnected molecules or ions with the total composition C7H14N2.

Properties
Energy above the lowest of the compared OMol25 structures with the same formula, charge and spin (eV): 0.0710
E_tot (eV): -10465.0500
HOMO level (alpha / beta) (eV): 1.1 / -5.4
Total charge: -1
Kohn-Sham gap (alpha / beta) (Ha): 0.090 / 0.331
Multiplicity: 2
Expectation value of S²: 0.75

Last column: Löwdin charge in e.
Geometry (Å):
1 C 2.40224 1.45353 -2.10880  -0.074
2 C 0.87038 -1.55703 -0.93427  -0.302
3 C 1.67520 0.37795 -1.36676  -0.385
4 C 1.27294 0.39540 -0.06263  -0.167
5 N 1.43124 -0.86635 -1.89712  0.069
6 N 0.75327 -0.83749 0.20069  0.050
7 H 0.44706 -2.53693 -1.07776  0.078
8 H 0.18491 -1.04066 1.02066  0.067
9 H 1.35823 1.22543 0.61699  0.086
10 H 1.70627 2.09048 -2.65870  0.064
11 H 3.17313 1.09192 -2.78142  0.061
12 H 2.93798 2.05888 -1.37212  0.062
13 C -2.09706 0.65799 1.43439  -0.377
14 C -1.68252 0.15816 2.81600  -0.349
15 C -3.21622 -0.18327 0.80290  -0.196
16 H -2.41639 1.70201 1.51105  0.084
17 H -1.26940 0.70407 0.72460  0.058
18 H -1.01409 0.84252 3.34151  0.015
19 H -3.50235 0.22759 -0.17241  0.052
20 H -2.80101 -1.17126 0.61683  0.032
21 H -4.09426 -0.13165 1.44738  0.052
22 H -2.58539 -0.04982 3.39702  0.036
23 H -1.12036 -0.78071 2.72075  -0.014


Entry 6:
Density functional theory data (ωB97M-V with the def2-TZVPD basis set) for 2 unconnected molecules or ions with the total composition C7H14N2.

Properties
Energy above the lowest of the compared OMol25 structures with the same formula, charge and spin (eV): 0.4249
E_tot (eV): -10465.9420
HOMO level (eV): -8.7
Kohn-Sham gap (Ha): 0.354
SMILES: Cc1c[nH]cn1.CCC
Multiplicity: 1

Last column: Löwdin charge in e.
Geometry (Å):
1 C 2.47062 -2.06014 0.16463  -0.053
2 C 1.10565 -1.99168 0.74056  -0.375
3 C 0.04511 -2.75997 0.40137  -0.066
4 N -1.00315 -2.34778 1.22170  0.049
5 C -0.50017 -1.37139 2.00029  -0.237
6 N 0.75408 -1.12289 1.75099  0.097
7 H 3.15223 -2.43080 0.93549  0.076
8 H 2.95594 -1.12348 -0.12351  0.074
9 H 2.54327 -2.70287 -0.70877  0.072
10 H -0.14232 -3.55045 -0.30376  0.111
11 H -1.79228 -2.93562 1.41634  0.141
12 H -0.99318 -1.02057 2.89647  0.121
13 C -0.88528 1.46888 0.03522  -0.143
14 C -1.34537 2.28334 -1.16706  -0.313
15 C -0.26754 3.17094 -1.79489  -0.119
16 H -0.52977 2.09489 0.87160  0.076
17 H -0.01124 0.82566 -0.07329  0.059
18 H -1.76206 0.96979 0.44032  0.059
19 H -1.65173 1.53807 -1.90021  0.091
20 H -2.24743 2.84860 -0.93617  0.095
21 H -0.56829 4.21583 -1.80853  0.062
22 H 0.66548 3.14023 -1.25407  0.058
23 H 0.00744 2.86139 -2.80473  0.065


Entry 7:
Density functional theory data (ωB97M-V with the def2-TZVPD basis set) for 2 unconnected molecules or ions with the total composition C7H14N2.

Properties
Energy above the lowest of the compared OMol25 structures with the same formula, charge and spin (eV): 2.6597
E_tot (eV): -10463.7072
HOMO level (eV): -8.7
Kohn-Sham gap (Ha): 0.355
SMILES: CCc1c[nH]cn1.CC
Multiplicity: 1

Last column: Löwdin charge in e.
Geometry (Å):
1 C -1.07016 -0.91391 -1.87528  -0.111
2 C -2.04494 0.09163 -1.07637  -0.159
3 C -1.16338 0.73663 -0.04432  -0.269
4 C -1.51650 0.99385 1.25710  -0.016
5 N -0.34697 1.43979 1.96799  0.088
6 C 0.59121 1.54853 1.04391  -0.257
7 N 0.19864 1.18732 -0.10963  0.089
8 H -1.61087 -1.92655 -2.02291  0.091
9 H -0.07922 -0.91650 -1.40213  -0.008
10 H -0.73394 -0.59958 -2.91562  0.082
11 H -2.13779 0.80555 -2.02075  0.135
12 H -3.00885 -0.22520 -0.78157  0.082
13 H -2.31753 0.87508 1.90855  0.087
14 H -0.23179 1.45940 2.84517  0.046
15 H 1.56548 2.08373 1.16169  0.141
16 C 2.31975 -1.48414 -0.93514  -0.179
17 C 2.18152 -2.39281 0.30437  -0.168
18 H 3.04161 -0.60671 -0.64354  0.093
19 H 2.89231 -2.10655 -1.64648  0.058
20 H 1.44620 -1.01182 -1.41333  0.011
21 H 1.14018 -2.80000 0.21503  0.079
22 H 2.26863 -1.84688 1.21433  0.033
23 H 3.01892 -3.05240 0.44744  0.053


Entry 8:
Density functional theory data (ωB97M-V with the def2-TZVPD basis set) for 2 unconnected molecules or ions with the total composition C7H14N2.

Properties
Energy above the lowest of the compared OMol25 structures with the same formula, charge and spin (eV): 0.8746
E_tot (eV): -10465.4923
HOMO level (eV): -8.8
Kohn-Sham gap (Ha): 0.357
SMILES: Cc1c[nH]cn1.CCC
Multiplicity: 1

Last column: Löwdin charge in e.
Geometry (Å):
1 C 2.24932 -1.31948 -1.18957  -0.057
2 C 0.90959 -1.50761 -0.58933  -0.353
3 C 0.53234 -2.04154 0.60138  -0.102
4 N -0.82718 -2.30670 0.56512  0.058
5 C -1.20714 -1.83928 -0.65900  -0.248
6 N -0.23359 -1.46342 -1.42263  0.104
7 H 3.02178 -1.49116 -0.42749  0.075
8 H 2.45700 -0.30378 -1.54996  0.072
9 H 2.52355 -1.91884 -2.05494  0.076
10 H 1.22319 -2.12542 1.42200  0.115
11 H -1.27672 -3.12179 0.93932  0.143
12 H -2.15850 -2.06342 -1.11926  0.117
13 C -0.17652 2.62530 -0.48939  -0.116
14 C -0.68910 2.43524 0.95534  -0.298
15 C -1.06351 0.95963 1.15617  -0.145
16 H -0.54174 3.59300 -0.82284  0.059
17 H -0.60418 1.92295 -1.19668  0.064
18 H 0.90811 2.53806 -0.50825  0.066
19 H -0.01388 2.74402 1.74737  0.097
20 H -1.65019 2.95330 1.00395  0.090
21 H -1.94124 0.59607 0.62445  0.066
22 H -0.15655 0.44593 0.82299  0.046
23 H -1.28485 0.68895 2.19126  0.068


Entry 9:
Density functional theory data (ωB97M-V with the def2-TZVPD basis set) for 2 unconnected molecules or ions with the total composition C7H14N2.

Properties
Energy above the lowest of the compared OMol25 structures with the same formula, charge and spin (eV): 5.1526
E_tot (eV): -10461.2143
HOMO level (alpha / beta) (eV): -8.5 / -8.2
Kohn-Sham gap (alpha / beta) (Ha): 0.295 / 0.301
Multiplicity: 1

Last column: Löwdin charge in e.
Geometry (Å):
1 C 2.17813 2.71890 0.45849  -0.273
2 C 0.50673 0.04053 1.17009  -0.080
3 C -1.96223 -0.99691 1.04605  -0.035
4 C 0.06112 -2.17117 -0.03094  -0.039
5 C -0.70859 0.15193 -0.87113  0.045
6 C 1.99014 2.16600 -0.83956  -0.142
7 C -0.54661 -0.77839 0.34856  -0.585
8 N 2.47377 3.23465 1.47007  0.139
9 N 2.41751 3.11357 -1.83918  0.047
10 H 1.55518 0.20606 0.63190  0.102
11 H 0.68514 -0.61253 1.96841  0.060
12 H 0.19768 1.00324 1.45242  0.053
13 H -2.27530 -0.08809 1.64140  0.099
14 H -2.01301 -1.78094 1.70192  0.031
15 H -2.58265 -1.14805 0.16771  0.076
16 H 1.10833 -1.98363 0.02168  0.057
17 H -0.01098 -2.36408 -1.12134  0.087
18 H -0.24185 -2.91761 0.63605  0.058
19 H -0.70861 -0.28611 -1.76980  -0.001
20 H -1.39371 1.07631 -0.80413  0.104
21 H 1.34638 1.34875 -1.07295  0.042
22 H 2.14476 2.73397 -2.75236  0.088
23 H 3.39142 3.27280 -1.81081  0.067


Entry 10:
Density functional theory data (ωB97M-V with the def2-TZVPD basis set) for a single C7H14N2 molecule.

Properties
Energy above the lowest of the compared OMol25 structures with the same formula, charge and spin (eV): 5.6811
E_tot (eV): -10460.6858
HOMO level (eV): -7.2
Kohn-Sham gap (Ha): 0.298
Multiplicity: 1

Last column: Löwdin charge in e.
Geometry (Å):
1 C -0.22481 0.17376 1.83387  -0.042
2 C -2.27775 0.95623 0.01631  -0.117
3 C 1.62018 0.09899 -1.52276  -0.050
4 N -0.04407 -0.03872 0.39408  -0.292
5 N -0.86548 0.95899 -0.34550  -0.009
6 C -0.05105 -1.49545 0.11689  -0.168
7 C 1.40496 0.03180 -0.03460  -0.336
8 C -0.83896 -1.95848 -0.84720  -0.098
9 C 2.40017 0.31720 0.80932  0.064
10 H -0.79023 0.66435 -1.31520  0.090
11 H 0.00448 1.20994 2.08109  0.109
12 H -1.24963 -0.08232 2.09230  0.094
13 H 0.42813 -0.50483 2.37315  0.092
14 H -2.70346 -0.04736 0.12168  0.079
15 H -2.42822 1.51287 0.94070  0.074
16 H -2.81327 1.47578 -0.77769  0.089
17 H 1.01712 -0.64275 -2.04230  0.067
18 H 2.66707 -0.09493 -1.74044  0.086
19 H 1.37753 1.09286 -1.90100  0.084
20 H -0.80161 -3.01452 -1.07349  0.028
21 H -1.54388 -1.39733 -1.47250  0.037
22 H 2.32273 0.31613 1.88081  0.054
23 H 3.39007 0.46776 0.41247  0.067